6
Properties=species:S:1:pos:R:3 method="wB97M-V/def2-TZVPD" smiles="C=CCl" orbital_gap_ha=0.407 relative_energy_kj_mol=19.37
C 0.463 0.332 0.213
C -0.524 -0.488 -0.050
H 1.077 0.318 1.151
H -0.990 -0.507 -0.979
H -1.100 -1.075 0.693
Cl 1.075 1.420 -1.027